Entry 1:
DFT (ωB97M-V with the def2-TZVPD basis set) results for a cluster of 4 separate species, C41H85ClIN10O12P3S3 in total in a non-equilibrium geometry.

Computed properties:
Net charge   0
Spin multiplicity   1
LUMO level   -0.5 eV
Strongest force on any atom   8.3 eV Å⁻¹
Frontier orbital gap   7.4614 eV
SMILES   C[C@H](COC(=O)CS[C@]1(Cl)[C@H](CCC(=O)Nc2ccccc2)[C@@H](C[C@@H](C)I)[C@@H](O)OS1(=O)=O)OC(=O)CS.CN(C)P(=O)(N(C)C)N(C)C.CN(C)P(=O)(N(C)C)N(C)C.CN(C)P(=O)(N(C)C)N(C)C

Last columns: bonded neighbours and bond lengths (Å).
Cartesian coordinates (Å):
1 I -4.122 -5.247 -6.019  C36 2.164
2 Cl -2.911 1.258 -3.338  C34 1.817
3 S 2.655 0.965 -2.101  C66 1.830, H147 1.357
4 S -5.701 0.988 -2.435  C34 1.832, C48 1.817
5 S -3.620 -1.014 -1.603  O14 1.616, O18 1.428, O20 1.433, C34 1.893
6 P -6.919 -8.345 -1.093  O19 1.515, N23 1.765, N26 1.754, N29 1.722
7 P 9.993 6.960 6.853  O11 1.514, N21 1.722, N25 1.753, N28 1.766
8 P 5.233 2.975 2.961  O9 1.516, N22 1.719, N27 1.755, N30 1.767
9 O 5.680 4.314 2.411  P8 1.516
10 O -3.336 1.965 -0.261  C42 1.364, C46 1.435
11 O 9.872 7.396 8.298  P7 1.514
12 O 0.067 1.773 0.131  C39 1.369, C53 1.448
13 O -7.071 1.075 -7.631  C50 1.209
14 O -3.908 -2.577 -1.898  S5 1.616, C33 1.443
15 O -5.548 -3.941 -2.791  C33 1.390, H82 0.968
16 O 0.756 -0.303 0.568  C39 1.205
17 O -4.935 3.373 0.362  C42 1.209
18 O -4.402 -0.674 -0.458  S5 1.428
19 O -7.445 -8.239 -2.509  P6 1.515
20 O -2.224 -0.822 -1.342  S5 1.433
21 N 10.809 5.477 7.170  P7 1.722, C38 1.442, C49 1.456
22 N 3.760 2.886 2.080  P8 1.719, C61 1.445, C62 1.457
23 N -7.769 -6.911 -0.514  P6 1.765, C45 1.466, C64 1.458
24 N -4.919 0.814 -8.436  C50 1.445, C65 1.449, H73 1.022
25 N 9.689 6.567 5.172  P7 1.753, C40 1.446, C43 1.479
26 N -5.909 -8.366 0.341  P6 1.754, C37 1.480, C63 1.446
27 N 5.149 1.306 3.498  P8 1.755, C41 1.446, C51 1.479
28 N 11.048 8.297 6.387  P7 1.766, C60 1.467, C67 1.458
29 N -7.689 -9.838 -0.716  P6 1.722, C59 1.443, C68 1.456
30 N 5.063 3.554 4.622  P8 1.767, C32 1.465, C56 1.458
31 C -3.531 -2.645 -8.922  C57 1.387, C69 1.387, H72 1.089
32 C 5.905 4.711 4.933  N30 1.465, H76 1.099, H102 1.095, H142 1.090
33 C -5.003 -2.663 -2.834  O14 1.443, O15 1.390, C52 1.547, H149 1.108
34 C -4.241 0.057 -3.035  Cl2 1.817, S4 1.832, S5 1.893, C55 1.570
35 C -3.010 -2.745 -4.513  C36 1.548, C52 1.548, H100 1.103, H117 1.104
36 C -2.771 -4.269 -4.640  I1 2.164, C35 1.548, C70 1.553, H77 1.097
37 C -4.682 -7.593 0.042  N26 1.480, H88 1.099, H116 1.092, H132 1.096
38 C 11.969 4.894 6.542  N21 1.442, H104 1.094, H109 1.102, H143 1.087
39 C 0.589 0.566 -0.250  O12 1.369, O16 1.205, C66 1.534
40 C 10.605 6.596 4.054  N25 1.446, H118 1.086, H123 1.094, H138 1.098
41 C 4.324 0.734 4.538  N27 1.446, H115 1.086, H145 1.093, H154 1.098
42 C -4.468 2.683 -0.514  O10 1.364, O17 1.209, C48 1.537
43 C 8.472 7.294 4.750  N25 1.479, H90 1.096, H91 1.099, H127 1.092
44 C -0.396 3.336 -1.679  C53 1.560, H85 1.098, H134 1.097, H146 1.099
45 C -8.070 -5.936 -1.566  N23 1.466, H84 1.099, H106 1.093, H128 1.087
46 C -2.196 2.771 0.071  O10 1.435, C53 1.553, H89 1.101, H153 1.095
47 C -5.931 -1.246 -9.251  C58 1.388, C65 1.397, H81 1.088
48 C -5.188 2.637 -1.871  S4 1.817, C42 1.537, H83 1.099, H98 1.098
49 C 9.919 4.435 7.664  N21 1.456, H74 1.093, H96 1.101, H124 1.091
50 C -5.890 0.989 -7.381  O13 1.209, N24 1.445, C71 1.540
51 C 6.531 0.837 3.737  N27 1.479, H87 1.092, H99 1.099, H139 1.095
52 C -4.461 -2.283 -4.232  C33 1.547, C35 1.548, C55 1.582, H155 1.099
53 C -0.988 2.236 -0.747  O12 1.448, C44 1.560, C46 1.553, H151 1.092
54 C -5.719 -0.246 -5.185  C55 1.547, C71 1.570, H112 1.095, H126 1.103
55 C -4.478 -0.708 -4.386  C34 1.570, C52 1.582, C54 1.547, H79 1.097
56 C 3.774 3.824 5.247  N30 1.458, H94 1.099, H108 1.088, H133 1.093
57 C -3.609 -1.294 -8.618  C31 1.387, C65 1.389, H121 1.095
58 C -5.864 -2.601 -9.544  C47 1.388, C69 1.387, H120 1.089
59 C -8.436 -10.236 0.453  N29 1.443, H95 1.101, H111 1.094, H130 1.086
60 C 10.902 9.491 7.227  N28 1.467, H119 1.098, H122 1.089, H137 1.094
61 C 2.427 2.533 2.514  N22 1.445, H93 1.087, H105 1.100, H144 1.093
62 C 3.955 2.519 0.684  N22 1.457, H103 1.101, H114 1.093, H135 1.090
63 C -6.275 -8.064 1.707  N26 1.446, H78 1.098, H107 1.094, H129 1.086
64 C -8.963 -6.972 0.321  N23 1.458, H97 1.099, H125 1.088, H136 1.093
65 C -4.797 -0.591 -8.766  N24 1.449, C47 1.397, C57 1.389
66 C 1.002 0.289 -1.700  S3 1.830, C39 1.534, H101 1.099, H113 1.095
67 C 12.481 8.141 6.168  N28 1.458, H75 1.093, H110 1.088, H152 1.099
68 C -7.020 -10.987 -1.310  N29 1.456, H80 1.101, H86 1.091, H131 1.093
69 C -4.674 -3.291 -9.367  C31 1.387, C58 1.387, H156 1.090
70 C -2.702 -5.045 -3.297  C36 1.553, H92 1.092, H141 1.096, H150 1.103
71 C -5.454 1.120 -5.910  C50 1.540, C54 1.570, H140 1.094, H148 1.103
72 H -2.612 -3.215 -8.796  C31 1.089
73 H -4.026 1.038 -7.993  N24 1.022
74 H 9.279 4.820 8.462  C49 1.093
75 H 12.931 9.107 5.926  C67 1.093
76 H 5.478 5.652 4.558  C32 1.099
77 H -1.778 -4.383 -5.094  C36 1.097
78 H -6.421 -6.990 1.877  C63 1.098
79 H -3.605 -0.488 -5.014  C55 1.097
80 H -6.072 -11.208 -0.797  C68 1.101
81 H -6.840 -0.663 -9.384  C47 1.088
82 H -5.527 -4.327 -3.679  O15 0.968
83 H -4.646 3.189 -2.652  C48 1.099
84 H -8.948 -6.218 -2.163  C45 1.099
85 H -0.813 4.323 -1.441  C44 1.098
86 H -7.650 -11.877 -1.270  C68 1.091
87 H 6.568 -0.245 3.876  C51 1.092
88 H -4.898 -6.520 -0.049  C37 1.099
89 H -1.931 2.608 1.127  C46 1.101
90 H 7.665 7.127 5.472  C43 1.096
91 H 8.654 8.375 4.684  C43 1.099
92 H -3.630 -5.558 -3.035  C70 1.092
93 H 2.185 2.915 3.502  C61 1.087
94 H 3.187 4.564 4.686  C56 1.099
95 H -7.789 -10.615 1.260  C59 1.101
96 H 9.272 4.047 6.862  C49 1.101
97 H -9.774 -7.542 -0.154  C64 1.099
98 H -6.119 3.199 -1.716  C48 1.098
99 H 6.972 1.321 4.620  C51 1.099
100 H -2.305 -2.309 -3.786  C35 1.103
101 H 0.267 0.633 -2.442  C66 1.099
102 H 6.036 4.823 6.014  C32 1.095
103 H 4.220 1.455 0.587  C62 1.101
104 H 12.465 4.208 7.236  C38 1.094
105 H 2.248 1.448 2.496  C61 1.100
106 H -8.270 -4.948 -1.142  C45 1.093
107 H -5.464 -8.398 2.360  C63 1.094
108 H 3.168 2.931 5.390  C56 1.088
109 H 11.716 4.311 5.642  C38 1.102
110 H 12.721 7.518 5.309  C67 1.088
111 H -9.129 -11.043 0.196  C59 1.094
112 H -6.657 -0.249 -4.621  C54 1.095
113 H 1.026 -0.801 -1.806  C66 1.095
114 H 4.756 3.113 0.235  C62 1.093
115 H 3.270 0.982 4.455  C41 1.086
116 H -3.923 -7.734 0.814  C37 1.092
117 H -2.725 -2.302 -5.484  C35 1.104
118 H 11.536 6.063 4.228  C40 1.086
119 H 11.435 9.400 8.183  C60 1.098
120 H -6.762 -3.097 -9.909  C58 1.089
121 H -2.733 -0.754 -8.243  C57 1.095
122 H 9.858 9.701 7.454  C60 1.089
123 H 10.137 6.075 3.214  C40 1.094
124 H 10.480 3.601 8.088  C49 1.091
125 H -8.778 -7.385 1.311  C64 1.088
126 H -5.849 -0.987 -5.993  C54 1.103
127 H 8.105 6.941 3.785  C43 1.092
128 H -7.234 -5.813 -2.251  C45 1.087
129 H -7.153 -8.598 2.059  C63 1.086
130 H -9.065 -9.443 0.848  C59 1.086
131 H -6.803 -10.804 -2.365  C68 1.093
132 H -4.239 -7.934 -0.900  C37 1.096
133 H 3.920 4.207 6.260  C56 1.093
134 H 0.690 3.348 -1.528  C44 1.097
135 H 3.060 2.707 0.090  C62 1.090
136 H -9.333 -5.964 0.522  C64 1.093
137 H 11.296 10.373 6.715  C60 1.094
138 H 10.837 7.617 3.725  C40 1.098
139 H 7.165 1.064 2.872  C51 1.095
140 H -5.942 1.960 -5.406  C71 1.094
141 H -2.307 -4.419 -2.489  C70 1.096
142 H 6.904 4.613 4.508  C32 1.090
143 H 12.728 5.627 6.285  C38 1.087
144 H 1.686 2.986 1.849  C61 1.093
145 H 4.362 -0.355 4.445  C41 1.093
146 H -0.650 3.120 -2.726  C44 1.099
147 H 2.767 0.744 -3.436  S3 1.357
148 H -4.367 1.306 -5.914  C71 1.103
149 H -5.825 -1.992 -2.514  C33 1.108
150 H -1.953 -5.842 -3.445  C70 1.103
151 H -1.370 1.370 -1.294  C53 1.092
152 H 12.995 7.740 7.052  C67 1.099
153 H -2.359 3.845 -0.059  C46 1.095
154 H 4.672 0.996 5.546  C41 1.098
155 H -5.185 -2.682 -4.957  C52 1.099
156 H -4.646 -4.359 -9.582  C69 1.090



Entry 2:
DFT (ωB97M-V with the def2-TZVPD basis set) results for a cluster of 10 separate species, C41H86N2O15S9 in total in a non-equilibrium geometry.

Computed properties:
Net charge   0
Spin multiplicity   1
LUMO level   0.3 eV
Strongest force on any atom   1.5 eV Å⁻¹
Frontier orbital gap   8.7750 eV

Last columns: bonded neighbours and bond lengths (Å).
Cartesian coordinates (Å):
1 S -3.772 -2.463 -7.704  O23 1.491, C35 1.799, C51 1.790
2 S 11.688 -2.336 -3.953  O24 1.487, C29 1.795, C34 1.796
3 S -6.449 7.446 3.407  O19 1.488, C55 1.796, C60 1.794
4 S 2.957 -0.402 6.454  O21 1.489, C38 1.797, C67 1.792
5 S -10.148 -2.187 0.447  O17 1.486, C28 1.796, C50 1.794
6 S 11.739 -2.361 1.474  O22 1.492, C49 1.794, C63 1.791
7 S -2.164 -7.368 -5.322  O10 1.487, C44 1.792, C61 1.798
8 S 15.052 2.229 1.690  O13 1.486, C56 1.796, C59 1.797
9 S 7.383 -2.164 4.768  O18 1.489, C31 1.790, C45 1.795
10 O -2.516 -7.556 -3.890  S7 1.487
11 O -7.004 5.612 -1.859  C52 1.192
12 O -6.157 4.867 0.087  C52 1.344, C65 1.453
13 O 14.146 1.190 2.244  S8 1.486
14 O -5.686 3.797 -1.778  C52 1.339, C54 1.489
15 O -4.033 -0.259 -4.337  C57 1.203
16 O -6.113 1.671 1.757  C48 1.368, C58 1.433
17 O -9.599 -3.542 0.719  S5 1.486
18 O 7.806 -2.014 6.188  S9 1.489
19 O -6.296 5.966 3.392  S3 1.488
20 O -8.167 0.855 2.147  C48 1.200
21 O 2.119 -0.183 5.244  S4 1.489
22 O 10.838 -3.409 2.038  S6 1.492
23 O -4.414 -3.613 -7.004  S1 1.491
24 O 11.274 -2.578 -2.545  S2 1.487
25 N -5.493 -0.206 -2.540  C27 1.482, C42 1.485, C57 1.440
26 N -2.735 2.873 -3.252  C40 1.268, H74 1.022
27 C -6.646 -0.834 -3.229  N25 1.482, C46 1.530, H71 1.090, H103 1.093
28 C -11.723 -2.422 -0.383  S5 1.796, H86 1.090, H135 1.090, H138 1.088
29 C 10.645 -1.014 -4.575  S2 1.795, H110 1.088, H112 1.090, H115 1.090
30 C 0.214 1.445 3.656  C47 1.508, H69 1.087, H92 1.087, H146 1.091
31 C 8.793 -1.762 3.741  S9 1.790, H124 1.089, H150 1.088, H152 1.089
32 C -3.002 2.121 1.733  C53 1.390, C66 1.388, H130 1.079
33 C -3.306 -1.363 -2.359  C57 1.501, H76 1.086, H82 1.091, H128 1.093
34 C 10.952 -3.644 -4.940  S2 1.796, H96 1.088, H98 1.090, H122 1.090
35 C -2.692 -3.165 -8.959  S1 1.799, H94 1.090, H109 1.088, H121 1.090
36 C -2.580 3.984 3.141  C53 1.393, C64 1.387, H119 1.085
37 C -6.392 -0.692 1.659  C48 1.496, H100 1.090, H101 1.087, H104 1.090
38 C 2.470 0.851 7.648  S4 1.797, H139 1.090, H141 1.090, H149 1.088
39 C -1.353 2.255 -1.406  C40 1.508, H136 1.093, H137 1.089, H144 1.089
40 C -2.529 2.983 -2.006  N26 1.268, C39 1.508, C43 1.520
41 C -4.595 4.168 1.711  C53 1.516, C65 1.542, H120 1.091, H134 1.089
42 C -5.611 1.269 -2.410  N25 1.485, C62 1.530, H113 1.087, H133 1.090
43 C -3.415 3.799 -1.077  C40 1.520, C54 1.546, H88 1.092, H90 1.086
44 C -3.441 -6.347 -6.056  S7 1.792, H102 1.085, H118 1.090, H145 1.089
45 C 7.381 -3.919 4.393  S9 1.795, H84 1.089, H93 1.088, H147 1.090
46 C -7.337 -1.866 -2.336  C27 1.530, H111 1.092, H125 1.089, H153 1.091
47 C -1.043 2.117 3.162  C30 1.508, C64 1.392, C66 1.391
48 C -7.016 0.651 1.877  O16 1.368, O20 1.200, C37 1.496
49 C 13.077 -2.132 2.646  S6 1.794, H68 1.090, H85 1.091, H129 1.088
50 C -10.818 -1.570 1.992  S5 1.794, H83 1.090, H95 1.090, H126 1.088
51 C -2.473 -1.873 -6.624  S1 1.790, H97 1.090, H131 1.090, H142 1.091
52 C -6.347 4.831 -1.243  O11 1.192, O12 1.344, O14 1.339
53 C -3.380 3.386 2.171  C32 1.390, C36 1.393, C41 1.516
54 C -4.789 3.155 -0.779  O14 1.489, C43 1.546, C62 1.536, C65 1.566
55 C -6.762 7.916 5.112  S3 1.796, H80 1.090, H114 1.088, H140 1.090
56 C 16.388 2.436 2.873  S8 1.796, H72 1.088, H89 1.090, H105 1.090
57 C -4.259 -0.558 -3.193  O15 1.203, N25 1.440, C33 1.501
58 C -6.618 2.831 1.084  O16 1.433, C65 1.530, H91 1.090, H127 1.096
59 C 16.043 1.429 0.422  S8 1.797, H81 1.088, H123 1.090, H132 1.090
60 C -8.098 7.795 2.793  S3 1.794, H70 1.090, H75 1.088, H116 1.090
61 C -2.613 -8.889 -6.171  S7 1.798, H77 1.090, H78 1.088, H99 1.090
62 C -4.929 1.658 -1.097  C42 1.530, C54 1.536, H108 1.091, H143 1.083
63 C 12.721 -3.153 0.203  S6 1.791, H79 1.091, H117 1.090, H148 1.085
64 C -1.435 3.369 3.626  C36 1.387, C47 1.392, H106 1.084
65 C -5.462 3.672 0.536  O12 1.453, C41 1.542, C54 1.566, C58 1.530
66 C -1.859 1.501 2.218  C32 1.388, C47 1.391, H73 1.085
67 C 4.573 0.289 6.102  S4 1.792, H87 1.090, H107 1.088, H151 1.090
68 H 13.821 -1.460 2.219  C49 1.090
69 H -0.006 0.478 4.101  C30 1.087
70 H -8.823 7.201 3.350  C60 1.090
71 H -7.346 -0.069 -3.568  C27 1.090
72 H 15.965 2.884 3.769  C56 1.088
73 H -1.586 0.520 1.846  C66 1.085
74 H -3.553 3.421 -3.524  N26 1.022
75 H -8.120 7.518 1.741  C60 1.088
76 H -2.354 -1.489 -2.868  C33 1.086
77 H -2.484 -8.756 -7.245  C61 1.090
78 H -1.950 -9.675 -5.816  C61 1.088
79 H 13.186 -4.049 0.616  C63 1.091
80 H -7.581 7.315 5.508  C55 1.090
81 H 15.378 1.171 -0.400  C59 1.088
82 H -3.181 -0.884 -1.388  C33 1.091
83 H -11.501 -2.310 2.409  C50 1.090
84 H 8.345 -4.346 4.668  C45 1.089
85 H 13.515 -3.101 2.888  C49 1.091
86 H -12.220 -1.459 -0.499  C28 1.090
87 H 5.186 0.265 7.003  C67 1.090
88 H -3.610 4.752 -1.571  C43 1.092
89 H 17.145 3.099 2.453  C56 1.090
90 H -2.872 4.024 -0.163  C43 1.086
91 H -7.190 3.455 1.771  C58 1.090
92 H 0.711 2.080 4.385  C30 1.087
93 H 6.586 -4.381 4.975  C45 1.088
94 H -2.040 -3.909 -8.502  C35 1.090
95 H -11.331 -0.625 1.812  C50 1.090
96 H 11.438 -4.577 -4.663  C34 1.088
97 H -2.958 -1.442 -5.748  C51 1.090
98 H 9.886 -3.703 -4.724  C34 1.090
99 H -3.646 -9.141 -5.935  C61 1.090
100 H -5.923 -0.743 0.676  C37 1.090
101 H -7.181 -1.438 1.699  C37 1.087
102 H -3.373 -5.352 -5.627  C44 1.085
103 H -6.298 -1.345 -4.130  C27 1.093
104 H -5.666 -0.884 2.448  C37 1.090
105 H 16.816 1.463 3.110  C56 1.090
106 H -0.846 3.881 4.377  C64 1.084
107 H 5.040 -0.326 5.335  C67 1.088
108 H -3.953 1.176 -1.039  C62 1.091
109 H -3.320 -3.634 -9.714  C35 1.088
110 H 10.914 -0.104 -4.043  C29 1.088
111 H -6.573 -2.352 -1.726  C46 1.092
112 H 10.824 -0.883 -5.642  C29 1.090
113 H -6.674 1.479 -2.332  C42 1.087
114 H -5.854 7.724 5.678  C55 1.088
115 H 9.600 -1.258 -4.385  C29 1.090
116 H -8.306 8.859 2.899  C60 1.090
117 H 13.477 -2.453 -0.152  C63 1.090
118 H -4.420 -6.772 -5.837  C44 1.090
119 H -2.863 4.958 3.526  C36 1.085
120 H -4.306 5.196 1.490  C41 1.091
121 H -2.104 -2.368 -9.414  C35 1.090
122 H 11.123 -3.440 -5.996  C34 1.090
123 H 16.496 0.526 0.831  C59 1.090
124 H 9.000 -0.699 3.860  C31 1.089
125 H -7.826 -2.642 -2.923  C46 1.089
126 H -9.982 -1.404 2.668  C50 1.088
127 H -7.295 2.530 0.277  C58 1.096
128 H -3.775 -2.331 -2.162  C33 1.093
129 H 12.664 -1.678 3.545  C49 1.088
130 H -3.610 1.589 1.019  C32 1.079
131 H -1.890 -1.106 -7.135  C51 1.090
132 H 16.809 2.120 0.070  C59 1.090
133 H -5.172 1.750 -3.284  C42 1.090
134 H -5.258 4.242 2.572  C41 1.089
135 H -12.339 -3.107 0.199  C28 1.090
136 H -1.579 1.194 -1.272  C39 1.093
137 H -1.077 2.649 -0.428  C39 1.089
138 H -11.516 -2.850 -1.362  C28 1.088
139 H 3.140 0.812 8.506  C38 1.090
140 H -7.006 8.977 5.155  C55 1.090
141 H 2.504 1.833 7.177  C38 1.090
142 H -1.835 -2.710 -6.336  C51 1.091
143 H -5.517 1.188 -0.320  C62 1.083
144 H -0.489 2.334 -2.065  C39 1.089
145 H -3.284 -6.282 -7.132  C44 1.089
146 H 0.897 1.274 2.822  C30 1.091
147 H 7.191 -4.059 3.329  C45 1.090
148 H 12.059 -3.413 -0.617  C63 1.085
149 H 1.453 0.627 7.965  C38 1.088
150 H 9.652 -2.350 4.057  C31 1.088
151 H 4.460 1.311 5.739  C67 1.090
152 H 8.560 -1.979 2.700  C31 1.089
153 H -8.042 -1.406 -1.642  C46 1.091